Below is a structure of composition C22H25N3O3Tl at a distorted geometry, with properties calculated with ωB97M-V/def2-TZVPD.

```
54
Properties=species:S:1:pos:R:3:forces:R:3:nbo_charge:R:1
C -3.8864 1.6820 2.5509 0.378 -0.104 -0.223 -0.24
H -3.1738 -1.4237 -10.4956 0.318 -0.063 0.096 0.22
N 0.0233 -1.2117 1.5134 0.177 -0.113 0.436 -0.49
H -0.1392 -2.5705 -4.9387 0.847 -0.103 0.278 0.23
C -0.8948 0.2955 -7.4925 -0.814 0.268 -1.550 -0.40
H 4.4046 2.0104 -3.2223 -0.226 0.284 0.219 0.21
H 1.6390 -2.0302 0.5107 -0.163 -0.036 0.242 0.21
C -1.4424 -0.0428 -8.6892 0.341 1.573 1.612 -0.01
H 1.0073 0.1869 -5.7632 0.763 -0.772 -0.015 0.23
C 1.7275 1.3766 -2.0989 -1.016 -0.237 1.179 0.93
O 0.9696 1.1447 -1.1532 1.616 0.553 -1.614 -0.64
O 2.6991 2.2996 -2.0458 -0.215 -0.387 -0.715 -0.45
N 1.6841 0.8125 -3.3772 -0.075 -0.283 0.193 -0.49
C -1.0347 -2.4601 -8.3390 -1.017 0.674 -1.521 -0.38
H -4.4196 1.0270 4.5464 0.137 -0.057 -0.203 0.24
C -1.9997 1.0366 -9.5903 0.220 0.108 -0.004 -0.64
C 3.3792 2.3779 -3.3418 0.605 0.377 0.698 -0.08
H -1.0126 -3.4492 -8.8029 -0.117 0.182 0.444 0.20
H 2.4715 -3.3253 2.4813 -0.203 0.115 0.078 0.24
Tl -1.0896 -0.3807 -0.8020 -0.299 -0.076 0.223 0.86
N -1.9552 0.6308 1.5821 -0.162 0.019 0.282 -0.48
H -2.0686 -2.8049 -10.6519 -0.051 0.212 -0.039 0.22
H -2.5163 -0.6251 4.6555 -0.265 0.246 -0.105 0.22
C -3.7335 0.9135 3.7092 0.372 -0.080 -0.347 -0.15
C 1.1161 -1.9874 1.4685 -0.282 -0.097 0.638 0.05
C 0.7809 -0.6494 -5.0953 0.464 -0.471 -0.296 -0.35
H 1.0495 -2.3244 -6.3691 -1.045 0.387 -0.647 0.24
H -1.9244 1.9982 -9.0758 -0.056 -0.096 -0.153 0.22
H -0.6160 -0.4701 -6.7943 -0.035 0.340 -0.285 0.18
C 0.9720 -0.3660 -3.6768 -1.484 -0.805 1.978 0.67
C -0.2545 -1.7874 3.8348 -0.050 0.318 -0.618 -0.21
C -2.1172 -1.7296 -10.4564 0.287 -0.103 -0.111 -0.64
H -1.4506 1.1179 -10.5369 -0.117 -0.092 0.141 0.22
C 0.8685 -2.6203 3.7774 -0.275 0.300 -0.276 -0.15
H 2.0577 2.0908 -5.0181 0.135 -0.206 0.044 0.21
H -0.7602 -2.3699 -7.2976 0.084 0.027 -0.385 0.18
H -0.7550 1.3525 -7.2400 -0.208 -0.420 0.138 0.19
H -3.0269 2.0944 0.5859 -0.036 -0.199 0.372 0.20
H -0.8375 -1.6567 4.7474 0.423 -0.209 -0.216 0.22
H -1.5970 -1.2064 -11.2715 -0.142 -0.101 0.191 0.22
H 1.1745 -3.1740 4.6656 -0.024 0.142 -0.302 0.24
O 0.5949 -1.1103 -2.7541 0.649 1.023 -1.551 -0.62
H 3.3778 3.4236 -3.6643 0.080 -0.253 0.251 0.22
C -0.6466 -1.0739 2.6814 0.815 -0.718 0.023 0.17
H 3.2515 0.7737 -4.8070 -0.135 0.144 0.095 0.23
C 1.5793 -2.7115 2.5766 -0.310 0.294 -0.113 -0.24
H -3.0557 0.8662 -9.8368 0.244 -0.043 0.085 0.23
C -1.5015 -1.4294 -9.1045 0.202 -2.220 0.350 -0.01
C -2.9617 1.5119 1.5119 -0.026 -0.397 0.600 0.05
C -1.7930 -0.1265 2.6869 -0.979 0.733 0.047 0.16
C -2.6766 -0.0011 3.7809 0.289 0.102 -0.592 -0.21
C 2.6129 1.4923 -4.2853 -0.829 -0.234 -0.558 -0.24
H -4.6893 2.4058 2.4232 0.165 -0.201 0.196 0.24
C 0.4918 -1.9074 -5.5350 1.044 0.756 1.312 -0.23
```
Forces are in eV/Å.

HOMO-LUMO gap: 6.91 eV
E_HOMO: -10.3 eV
E_tot: -38518.7710 eV
charge: +1

---

Below is an isolated molecule of C22H25N3O5S2 at a distorted geometry, with properties calculated with ωB97M-V/def2-TZVPD.

```
57
Properties=species:S:1:pos:R:3:forces:R:3:nbo_charge:R:1
C -2.7620 2.3698 0.4220 -0.038 -0.032 -0.098 -0.20
C -2.9163 1.0433 0.0283 -0.329 0.160 -0.184 0.10
C 0.2707 -1.3624 -2.0837 -0.714 0.091 -0.072 -0.36
C -6.3550 3.7968 -2.4219 -0.297 0.026 -0.248 -0.06
H -7.0940 3.0926 -2.0148 0.131 0.020 -0.053 0.17
H 2.2369 1.1199 1.7431 -0.018 0.031 -0.013 0.25
C 0.2376 -2.2863 -0.8298 -0.499 -0.269 -0.448 -0.07
C 1.4842 -0.4703 -2.0000 0.501 -0.638 0.337 -0.67
O -5.3426 4.0444 -1.4649 0.098 0.130 0.110 -0.49
O 3.8641 -1.1070 -0.8558 -0.126 0.174 0.098 -0.95
H -6.2835 5.8211 -3.1398 0.035 0.085 -0.066 0.22
H -5.4845 1.3945 -2.1297 -0.090 0.014 -0.064 0.22
O 5.8135 -1.6813 2.1468 -0.082 -0.190 0.196 -0.50
C 3.9873 -0.0883 1.9080 0.339 -0.284 0.183 -0.25
H 6.8531 0.0395 1.6177 -0.013 -0.028 -0.018 0.17
H 1.7440 0.0087 -2.9374 0.188 -0.022 -0.041 0.26
N 0.4111 -0.6087 2.7385 -0.025 -0.105 0.635 -0.60
C -7.0190 5.1261 -2.7445 0.269 -0.327 0.174 -0.62
H 1.8578 -2.2270 0.6183 0.028 0.019 0.036 0.27
H -2.0256 -1.0178 2.3631 -0.012 0.085 0.068 0.21
S -1.2831 -0.4116 -1.9928 0.202 -0.154 -0.014 0.22
H -3.4829 4.3723 0.1942 0.020 0.128 0.040 0.23
H -0.2929 -3.2160 -1.0841 0.147 0.129 -0.026 0.21
C -3.9039 0.7095 -0.8863 0.170 0.068 0.288 -0.21
H 6.0552 -0.8385 0.2741 0.073 0.014 0.049 0.21
H 4.6029 0.6472 1.4191 0.080 0.053 -0.095 0.22
H 1.9025 -3.6590 -0.4451 0.169 -0.055 -0.082 0.26
C -1.2920 -0.7140 -0.2218 0.338 -0.352 -1.056 0.35
C 1.8081 -0.7562 2.6747 0.234 0.133 -0.002 0.18
H 4.1255 -3.1385 3.3373 0.050 -0.124 0.030 0.23
C 2.3563 -1.9466 3.1518 -0.034 0.181 -0.034 -0.25
H 7.4972 -1.5277 1.0734 -0.036 0.084 -0.015 0.20
C 1.6588 -2.6046 -0.3797 0.364 0.464 -0.454 -0.67
H -7.8036 4.9785 -3.4811 -0.086 0.006 -0.075 0.21
C -3.5910 3.3391 -0.0949 -0.213 0.020 -0.132 -0.24
H -4.0299 -0.3189 -1.1883 -0.046 -0.118 0.019 0.23
C 2.6439 0.1834 2.0851 -0.232 0.060 0.018 -0.26
C -4.5855 3.0112 -1.0215 0.184 -0.159 0.123 0.30
H 1.7185 -2.6765 3.6309 -0.064 -0.093 0.060 0.21
H -5.9160 3.3610 -3.3299 -0.034 -0.020 0.130 0.17
H -0.0688 -1.4613 2.9913 -0.039 0.204 -0.269 0.40
C -0.3403 0.3740 2.1966 -0.361 -0.373 0.340 0.68
C 6.5883 -0.9468 1.2227 0.104 0.118 -0.180 -0.26
O 3.0240 -2.5276 -2.6667 -0.349 -0.277 -0.368 -0.95
H -1.9730 2.6350 1.1094 0.102 -0.002 0.066 0.25
H -2.4693 0.7116 2.4824 0.105 -0.098 -0.025 0.24
N -0.5085 -1.6197 0.2020 -0.057 0.014 0.672 -0.56
C 3.6975 -2.2127 2.9872 0.193 0.100 -0.135 -0.25
H 0.2846 -1.9399 -3.0076 -0.026 0.009 0.056 0.25
C -1.8162 -0.0107 1.9915 0.186 -0.096 -0.011 -0.29
H -7.4500 5.5539 -1.8436 -0.075 0.058 0.058 0.21
H 1.4161 0.2546 -1.1920 -0.012 0.070 0.104 0.25
S 2.7390 -1.6979 -1.5288 0.277 0.212 0.258 2.17
O 0.0676 1.4585 1.8383 0.118 0.244 -0.209 -0.62
N -2.0836 0.0322 0.5639 -0.313 0.232 0.456 -0.44
C -4.7304 1.6850 -1.4163 -0.198 0.294 -0.206 -0.26
C 4.5247 -1.3012 2.3275 -0.289 0.086 0.092 0.30
```
Forces are in eV/Å.

HOMO-LUMO gap: 8.32 eV
E_HOMO: -7.9 eV
energy relative to the best compared isomer or geometry (same formula, charge and spin): 34.34 kcal/mol
E_tot: -59597.9200 eV
SMILES string: CCOc1ccc(N(CC(=O)Nc2ccc(OC)cc2)C2=N[C@@H]3CS(=O)(=O)C[C@@H]3S2)cc1
charge: 0

---

Below is an isolated molecule of C22H25N3O6S at a distorted geometry, with properties calculated with ωB97M-V/def2-TZVPD.

```
57
Properties=species:S:1:pos:R:3:forces:R:3:nbo_charge:R:1
C -1.5853 -2.7685 1.4457 -0.040 0.042 -0.027 -0.25
S -3.8510 -0.8884 -1.3013 0.117 -0.106 0.295 2.33
O 1.3547 0.1155 -0.9933 -0.122 -0.034 -0.142 -0.63
H 6.4269 1.2749 -2.1210 -0.125 0.005 0.008 0.19
C -2.8673 1.3778 1.4607 -0.101 -0.105 -0.143 -0.24
C -2.4897 1.8569 -0.8522 -0.164 0.091 0.191 -0.21
H 3.1340 0.5429 -0.7828 -0.040 -0.133 0.192 0.44
H 0.5774 -3.1484 2.8216 0.093 0.142 -0.141 0.42
H -1.5141 2.3180 2.8259 0.028 0.023 0.121 0.22
C -1.0357 2.8133 0.8108 -0.155 -0.134 0.108 0.29
H 0.2917 4.7092 -0.4405 0.013 0.001 0.110 0.17
C 5.1934 0.8922 -0.3812 0.329 -0.129 -0.172 -0.27
H -0.8510 3.1172 -1.3178 0.094 0.053 -0.061 0.22
H -2.7668 1.7273 -1.8854 -0.001 0.082 -0.084 0.25
H -5.7236 0.9426 1.1229 0.051 -0.002 -0.013 0.22
C 5.8087 0.4641 -1.7293 -0.011 0.197 0.168 -0.06
H 1.3551 4.9898 0.9523 -0.120 -0.049 -0.144 0.19
H 1.4216 2.4430 -0.7533 0.031 -0.046 -0.060 0.23
C 1.9003 3.2624 -0.2226 -0.405 0.144 0.191 -0.65
H -1.7250 -3.4668 2.2580 -0.044 -0.083 0.073 0.22
C 1.9447 -1.9555 1.8715 0.200 0.188 -0.153 0.14
H -6.0816 -0.5227 0.1793 -0.085 0.073 0.225 0.24
O 4.4739 -0.9762 1.6233 0.196 -0.117 0.265 -0.67
C 2.2273 -1.0747 0.8731 0.026 -0.054 0.053 -0.32
C 0.8608 4.2165 0.3566 0.390 0.131 -0.262 -0.06
C -1.4011 2.6430 -0.5215 0.260 0.161 0.080 -0.25
C 6.0688 -1.8473 -1.2757 -0.015 -0.083 0.052 -0.26
H 6.8190 -2.6217 -1.4249 -0.067 -0.056 0.010 0.19
C -0.1171 -1.3033 0.1732 -0.230 -0.186 0.130 -0.11
H 5.8509 0.5823 0.4346 -0.023 0.139 -0.093 0.24
C 1.1931 -0.6763 -0.0661 0.024 -0.138 0.180 0.52
O 6.6783 -0.6343 -1.6547 0.128 0.037 -0.034 -0.53
C -0.3228 -2.1985 1.2369 -0.374 0.298 -0.524 0.19
N 0.7287 -2.5012 2.0600 0.110 -0.209 0.301 -0.52
C 3.6414 -0.5782 0.8219 -0.237 0.020 -0.059 0.67
C -3.2295 1.2024 0.1267 0.521 0.710 -0.035 0.09
H 2.5486 3.8007 -0.9089 0.106 0.066 -0.094 0.21
O -3.4277 -0.3521 -2.5551 0.297 0.154 0.111 -0.92
C -1.1941 -0.9879 -0.6584 0.110 -0.106 -0.057 -0.12
H -1.0419 -0.3145 -1.4862 0.098 0.080 -0.033 0.27
H -3.6214 -2.8421 0.7650 -0.086 -0.108 0.113 0.24
H -3.4223 0.8971 2.2504 -0.073 -0.065 0.080 0.22
H 4.9936 0.2614 -2.4431 0.075 0.048 0.013 0.16
C -5.3058 0.0268 0.7063 -0.398 -0.273 0.142 -0.42
H 5.1942 -2.0616 -1.9027 0.000 -0.016 -0.009 0.16
H 2.7336 -2.2375 2.5557 0.001 -0.022 0.027 0.25
O -4.9156 -1.8464 -1.2946 0.010 -0.060 0.321 -0.94
H 5.7656 -1.8411 -0.2247 -0.003 -0.013 -0.022 0.19
H -4.9214 -0.6013 1.5179 -0.036 0.029 0.064 0.18
C -1.7924 2.1745 1.7936 0.200 0.128 -0.068 -0.24
O -0.0108 3.5784 1.2707 -0.207 -0.170 0.150 -0.49
H 5.0929 1.9817 -0.3671 0.050 -0.041 0.028 0.20
C -2.6363 -2.4249 0.6266 0.058 -0.168 0.163 -0.15
C -2.4305 -1.5351 -0.4215 -0.414 0.302 -0.499 -0.37
H 2.5020 2.8448 0.5814 0.083 -0.062 0.052 0.21
N 3.8965 0.3067 -0.1522 -0.079 0.134 -0.235 -0.62
N -4.2966 0.3703 -0.2666 -0.043 -0.712 -0.856 -0.66
```
Forces are in eV/Å.

HOMO-LUMO gap: 7.98 eV
E_HOMO: -8.2 eV
energy relative to the best compared isomer or geometry (same formula, charge and spin): 48.32 kcal/mol
E_tot: -50810.3645 eV
SMILES string: CCOc1ccc(N(C)S(=O)(=O)c2ccc3[nH]cc(C(=O)NCCOC)c(=O)c3c2)cc1
charge: 0

---

Q: What is the formula in the third record?
A: C22H25N3O6S

---

Q: Which of these has the highest E_tot?
A: C22H25N3O3Tl

---

Q: The highest E_HOMO belongs to which entry?
A: C22H25N3O5S2